No. 1
Formula: C3H4Cl2S
Source: OMol25
Level of theory: ωB97M-V/def2-TZVPD

The geometry in ORCA input format:
```
! RIJCOSX wB97M-V def2-TZVPD def2/J DEFGRID3
* xyz 0 1
S -1.92341 -0.21683 -0.53281
C -0.95590 -0.29446 0.88995
C 0.40796 -0.72550 1.09070
Cl 1.32672 -1.25676 -0.41824
C -0.00821 0.79910 0.94705
Cl 0.81395 1.57040 -0.34302
H -1.12418 -0.32086 -1.56357
H -1.84732 -0.22674 1.54440
H 0.59874 -1.40668 1.96626
H 0.09295 1.41692 1.95306
*
```

The frontier orbital gap comes out at 9.58 eV. The calculation puts the HOMO energy at -9.10 eV. Its SMILES is S[C@H]1[C@@H](Cl)[C@H]1Cl.


No. 2
Formula: C9H14O
Source: OMol25
Level of theory: ωB97M-V/def2-TZVPD

The geometry in ORCA input format:
```
! RIJCOSX wB97M-V def2-TZVPD def2/J DEFGRID3
* xyz 1 2
C 1.47700 -1.22429 2.09704
C 0.91787 -0.12555 1.25699
C -0.11301 0.64164 1.87954
C 1.13758 -0.11648 -0.14253
C -0.79747 1.53039 1.12396
C 0.62280 0.92465 -0.86335
C -0.27286 1.76472 -0.18613
O -0.69670 2.89299 -0.72039
H 2.37197 -1.67030 1.71969
H 0.75386 -2.04916 2.00903
H -0.42279 0.42229 2.88782
H 1.76638 -0.86911 -0.60656
H -1.72443 1.97938 1.44840
H 0.83360 1.12338 -1.91095
H 0.03045 3.33859 -1.19275
H 1.66250 -0.93271 3.11689
C -0.69495 -3.11739 -1.40209
C -1.19156 -1.86175 -2.08960
H -0.12145 -2.96041 -0.48217
H -1.53093 -3.74080 -1.08432
H 0.00571 -3.71666 -1.97992
H -2.26802 -1.78852 -2.21377
H -0.75013 -1.59393 -3.04433
H -0.90387 -0.98006 -1.51691
*
```

The frontier orbital gap (spin up / spin down) comes out at 9.99 / 7.02 eV. The calculation puts the HOMO energy (spin up / spin down) at -14.01 / -14.47 eV. As for the expectation value of S²: 0.77.


No. 3
Formula: C30H47AlFP2
Source: OMol25
Level of theory: ωB97M-V/def2-TZVPD

The geometry in ORCA input format:
```
! RIJCOSX wB97M-V def2-TZVPD def2/J DEFGRID3
* xyz 1 1
Al -0.59105 1.18309 -1.71458
C -0.25184 -2.84618 2.18032
C 1.11529 -2.95354 1.81407
C 0.88359 -1.11072 3.16852
C -0.39400 -1.71406 3.02457
C 1.81642 -1.87976 2.41799
C -1.31522 -3.82109 1.86301
H -1.03763 -4.43719 1.00004
H -2.26273 -3.31567 1.63902
H -1.50635 -4.50509 2.70660
C -1.62976 -1.30623 3.71598
H -2.51476 -1.46929 3.08853
H -1.60478 -0.24311 3.97089
H -1.77415 -1.86906 4.65135
C 1.20745 0.01943 4.05728
H 1.28492 -0.29931 5.10871
H 0.43033 0.78581 4.00790
H 2.15630 0.49100 3.78013
C 3.27046 -1.66041 2.37619
H 3.76356 -2.06846 3.27069
H 3.51778 -0.59458 2.33395
H 3.72637 -2.15129 1.51113
C 1.72112 -4.06212 1.05181
H 1.95964 -4.91713 1.70406
H 2.65718 -3.74408 0.58161
H 1.04347 -4.43152 0.27223
C -1.97605 0.85971 -2.96589
C -2.24635 -0.58488 -3.31615
C -1.02008 -1.33677 -3.90416
C 0.29081 -1.41859 -3.08099
C 0.67322 -0.19475 -2.26981
C 0.87876 1.08819 -2.92046
C 0.22492 1.41593 -4.25810
C -1.34853 1.50271 -4.22422
H -0.74367 -0.88230 -4.86830
H 1.09222 -1.62086 -3.81855
H -1.34255 -2.36278 -4.15801
H -1.73638 1.01795 -5.13494
H -2.84732 1.41996 -2.61617
H -2.99542 -0.53764 -4.14378
H -1.68364 2.55022 -4.25635
H 0.58720 2.40539 -4.56832
H 1.80113 1.62751 -2.70967
H 0.54093 0.71378 -5.04301
H 0.30590 -2.30945 -2.43073
H 1.35135 -0.45837 -1.45363
P -3.50658 -1.92266 -2.48424
P 3.06556 2.81271 1.25293
C 0.80634 3.08349 -0.88200
C 2.17353 3.41193 -0.35226
H 0.00161 3.48281 -0.24173
H 0.72501 3.52580 -1.89663
H 2.91701 3.23539 -1.14625
H 2.18990 4.47855 -0.08055
C 4.48363 3.94734 1.48638
H 4.95760 3.67106 2.44049
H 4.10821 4.97456 1.56864
H 5.19758 3.83982 0.66712
C 3.89728 1.43036 0.35466
H 4.45068 1.85703 -0.49187
H 3.13205 0.73731 -0.02228
H 4.57505 0.88419 1.02107
C -4.66594 -0.65327 -1.81959
H -4.89470 -0.90594 -0.77808
H -5.58484 -0.69307 -2.41309
H -4.25251 0.35841 -1.89341
C -2.41035 -2.16901 -1.01562
H -2.67928 -1.52812 -0.17006
H -1.36799 -1.93881 -1.26260
H -2.49299 -3.22342 -0.72544
F -2.57001 2.89201 3.57436
C -2.17077 2.14807 2.49409
C -0.80700 1.97299 2.27038
C -0.43121 1.29059 1.10343
C -1.37106 0.94511 0.13119
C -2.71116 0.89676 0.52935
C -3.14335 1.58762 1.67345
H -0.07045 2.39142 2.95555
H 0.62480 1.09778 0.90042
H -3.44767 0.40254 -0.08422
H -4.20604 1.70427 1.89570
*
```

The frontier orbital gap (spin up / spin down) comes out at 4.15 / 4.02 eV. The calculation puts the HOMO energy (spin up / spin down) at -9.85 / -9.75 eV.


No. 4
Formula: C25H24BrN5O3S
Source: OMol25
Level of theory: ωB97M-V/def2-TZVPD

The geometry in ORCA input format:
```
! RIJCOSX wB97M-V def2-TZVPD def2/J DEFGRID3
* xyz 0 1
C -0.31227 -4.72300 -0.86268
C 0.75115 -3.83522 -1.50356
N 1.35147 -2.94999 -0.52698
C 2.64566 -3.28897 0.02972
C 3.79955 -3.06390 -0.94233
S 1.03779 -1.33991 -0.77000
O 1.84915 -0.58330 0.14229
O 1.08445 -0.97264 -2.15966
C -0.65324 -1.20457 -0.20561
C -0.95363 -1.66202 1.06389
C -2.20586 -1.41324 1.59202
C -3.13839 -0.68731 0.85439
C -4.37386 -0.25139 1.57546
O -5.11135 -0.99739 2.17825
N -4.60489 1.09467 1.56858
N -3.79830 2.07929 1.02088
C -2.43275 2.05502 1.15993
N -1.77911 2.67299 0.15619
C -0.46799 2.63603 0.16430
C 0.21280 3.21460 -1.00067
C -0.14120 4.48521 -1.44658
C 0.48498 5.03348 -2.54990
C 1.45171 4.31004 -3.22996
C 1.78495 3.03338 -2.80786
C 1.17419 2.48264 -1.69537
C 0.24427 2.01774 1.23399
C 1.64343 1.97013 1.33713
C 2.20714 1.28394 2.37623
Br 4.09006 1.15709 2.49345
C 1.43356 0.66184 3.36477
C 0.07074 0.74310 3.31046
C -0.55480 1.41840 2.24455
N -1.90148 1.44542 2.18813
C -2.85219 -0.30733 -0.45215
C -1.59819 -0.56389 -0.98201
H -0.74189 -5.38322 -1.61137
H -1.10535 -4.11730 -0.43153
H 0.12693 -5.32882 -0.07414
H 1.52000 -4.45556 -1.97316
H 0.30330 -3.20957 -2.27952
H 2.60707 -4.33033 0.36079
H 2.77817 -2.64467 0.90053
H 3.80726 -2.02177 -1.25211
H 3.69699 -3.68896 -1.82674
H 4.74427 -3.29632 -0.45787
H -0.19312 -2.17828 1.62760
H -2.46294 -1.73015 2.59039
H -5.32348 1.41771 2.20850
H -4.09424 2.44090 0.11888
H -0.89960 5.03555 -0.91054
H 0.21616 6.02503 -2.88330
H 1.93851 4.73828 -4.09373
H 2.52168 2.45717 -3.34665
H 1.41289 1.47397 -1.39149
H 2.25785 2.46057 0.59884
H 1.92483 0.13106 4.16689
H -0.55362 0.29222 4.06502
H -3.59205 0.20572 -1.04841
H -1.32716 -0.24414 -1.97613
*
```

The frontier orbital gap comes out at 7.89 eV. The calculation puts the HOMO energy at -8.20 eV. Its SMILES is CCN(CC)S(=O)(=O)c1ccc(C(=O)NNc2nc(-c3ccccc3)c3cc(Br)ccc3n2)cc1.


No. 5
Formula: C47H58As3N4O3PTi
Source: OMol25
Level of theory: ωB97M-V/def2-TZVPD

The geometry in ORCA input format:
```
! RIJCOSX wB97M-V def2-TZVPD def2/J DEFGRID3
* xyz 1 2
Ti 0.15920 -0.28681 0.87304
O 0.21874 -1.81306 1.90896
C 0.88855 -2.56937 2.79664
C 1.18716 -3.88905 2.46171
C 1.81949 -4.72238 3.36329
C 2.16607 -4.25078 4.62911
C 1.88127 -2.94776 4.97043
C 1.24440 -2.06955 4.07352
C 0.88234 -0.75196 4.51067
N 0.67342 0.23437 3.61442
N -0.33406 1.16258 3.88469
C -1.25993 1.20044 2.99208
O -1.24004 0.52716 1.86549
C -2.45872 2.02970 3.25246
C -2.36153 3.18825 4.01587
C -3.49126 3.95714 4.24609
C -4.72001 3.56440 3.73090
C -4.81901 2.39850 2.98440
C -3.68816 1.63389 2.74045
H 0.91859 -4.23742 1.47455
H 2.04433 -5.74378 3.08322
H 2.65635 -4.90205 5.33983
H 2.14400 -2.57408 5.95316
H 0.61167 -0.52670 5.53256
H -1.39851 3.48670 4.40724
H -3.41175 4.86538 4.82896
H -5.60108 4.16427 3.91865
H -5.77889 2.08333 2.59545
H -3.75668 0.71748 2.16938
O 0.84199 1.04796 -0.10378
N 1.41436 0.35760 2.47472
C 2.70593 0.23006 2.62762
C 3.73283 0.39732 1.59710
C 4.84106 1.13531 2.03509
C 5.86869 1.46989 1.17303
C 5.81340 1.05792 -0.14978
C 4.75222 0.27749 -0.58223
C 3.71546 -0.08198 0.27402
P 2.44010 -1.28372 -0.23862
C 2.45967 -1.24337 -2.06152
C 3.46838 -1.87624 -2.79083
C 3.47603 -1.82455 -4.17628
C 2.47430 -1.14158 -4.85255
C 1.46509 -0.51364 -4.13809
C 1.45530 -0.56726 -2.75172
C 3.20376 -2.88856 0.17863
C 2.84021 -4.03826 -0.52262
C 3.33864 -5.27754 -0.15138
C 4.20098 -5.38809 0.93109
C 4.57049 -4.25031 1.63181
C 4.07783 -3.00825 1.25714
H 1.56641 1.66887 -0.20540
H 3.05906 0.17568 3.65494
H 4.87204 1.47319 3.06390
H 6.70427 2.05555 1.53234
H 6.60359 1.32171 -0.84016
H 4.73824 -0.06591 -1.60797
H 4.25171 -2.41911 -2.27633
H 4.26629 -2.31776 -4.72694
H 2.48075 -1.10106 -5.93402
H 0.68212 0.02270 -4.66049
H 0.66681 -0.06768 -2.20624
H 2.18705 -3.96119 -1.38305
H 3.06633 -6.15871 -0.71930
H 4.59249 -6.35528 1.21781
H 5.24779 -4.32443 2.47249
H 4.38104 -2.13551 1.81919
C 0.12750 4.08228 -1.26186
As -1.12106 3.49923 0.14047
C -1.28715 5.25577 0.99189
C -2.84515 3.65414 -0.81129
C -3.39342 2.52104 -1.69266
C -4.85725 2.88786 -2.00156
C -3.48216 1.19099 -0.91212
As -2.11107 -0.22891 -0.84639
C -2.21044 -1.02447 -2.62240
C -3.23214 -1.51828 0.11641
C -2.60678 2.36896 -3.00513
As -3.05180 3.52258 -4.55936
C -2.16981 5.21049 -4.08668
C -1.58000 2.81340 -5.64839
H -0.27353 4.92399 -1.82393
H 0.36225 3.26847 -1.94586
H 1.04925 4.40462 -0.77260
H -1.47558 6.03237 0.24956
H -0.36800 5.48581 1.52928
H -2.10945 5.23263 1.70951
H -2.81445 4.58036 -1.38883
H -3.55960 3.82414 0.00238
H -5.45052 2.86814 -1.08416
H -5.30452 2.19171 -2.71507
H -4.93360 3.89170 -2.42348
H -4.32297 0.61454 -1.31165
H -3.72072 1.39920 0.13178
H -3.25296 -1.05879 -2.93990
H -1.80702 -2.03094 -2.56619
H -1.62799 -0.46036 -3.34575
H -4.24966 -1.13604 0.19416
H -2.83694 -1.69972 1.11391
H -3.24519 -2.45466 -0.43888
H -2.80526 1.38117 -3.42322
H -1.52938 2.42915 -2.82361
H -2.75756 5.76080 -3.35379
H -2.10730 5.81781 -4.98970
H -1.16412 5.04284 -3.70530
H -1.77437 1.76496 -5.87804
H -0.62677 2.90217 -5.12381
H -1.52519 3.36161 -6.58776
C -1.71561 -5.78441 0.20475
C -0.64932 -5.34338 -0.80084
C -0.44884 -3.89382 -0.77585
N -0.28874 -2.75771 -0.75576
H -1.86112 -6.86040 0.13417
H -2.66792 -5.29613 0.00257
H -1.41589 -5.54084 1.22319
H -0.91752 -5.62439 -1.82003
H 0.31812 -5.80182 -0.58104
*
```

The frontier orbital gap (spin up / spin down) comes out at 5.27 / 7.17 eV. The calculation puts the HOMO energy (spin up / spin down) at -8.42 / -10.19 eV. As for the expectation value of S²: 0.79.


No. 6
Formula: C2H2P2S2
Source: OMol25
Level of theory: ωB97M-V/def2-TZVPD

The geometry in ORCA input format:
```
! RIJCOSX wB97M-V def2-TZVPD def2/J DEFGRID3
* xyz 0 1
S -0.68818 2.89473 -0.80239
C -0.33762 0.93003 -0.17839
P -0.37231 -0.27410 -1.47341
P 0.57742 -1.86286 -0.22415
C 0.13574 -1.12480 1.21889
S -0.52320 0.50264 1.46227
H 0.83091 0.46255 -2.11970
H 0.37724 -1.52818 2.11688
*
```

The frontier orbital gap (spin up / spin down) comes out at 6.52 / 6.53 eV. The calculation puts the HOMO energy (spin up / spin down) at -8.18 / -8.19 eV. Its SMILES is S=C1[PH]#P=CS1.


No. 7
Formula: H12S6
Source: OMol25
Level of theory: ωB97M-V/def2-TZVPD

The geometry in ORCA input format:
```
! RIJCOSX wB97M-V def2-TZVPD def2/J DEFGRID3
* xyz 1 2
S -3.88939 0.26955 1.86345
H -4.08056 -0.65211 2.85373
H -3.89616 1.12386 3.05438
S -0.30353 -1.66102 5.04849
H -0.55383 -2.09591 3.81978
H -1.50525 -1.11064 5.29346
S -1.99866 -5.28507 -3.88982
H -0.77352 -5.44466 -4.36024
H -1.82770 -4.02040 -3.53619
S 4.86206 3.06234 3.85013
H 4.03255 3.48712 4.76162
H 4.50121 3.95765 2.93958
S 3.28727 -2.28207 -5.24845
H 2.44941 -1.63997 -6.10178
H 2.91498 -3.54477 -5.70812
S -1.57926 5.16130 -1.61380
H -1.08535 6.02828 -0.81090
H -0.55428 4.64652 -2.21533
*
```

The frontier orbital gap (spin up / spin down) comes out at 10.14 / 1.38 eV. The calculation puts the HOMO energy (spin up / spin down) at -12.33 / -11.38 eV. As for the expectation value of S²: 0.75.


No. 8
Formula: CH4F2NP
Source: OMol25
Level of theory: ωB97M-V/def2-TZVPD

The geometry in ORCA input format:
```
! RIJCOSX wB97M-V def2-TZVPD def2/J DEFGRID3
* xyz 0 1
C 1.73718 0.32283 0.10303
N 1.54250 -0.91054 0.27627
H 0.94886 0.78823 -0.27572
H 2.61026 1.00842 0.42199
H 2.22497 -1.55539 0.56787
F -2.12590 -1.09442 0.25542
P -2.92633 0.13615 -0.38015
F -2.01546 1.11936 0.53469
H -1.99609 0.18535 -1.50340
*
```

The frontier orbital gap comes out at 10.20 eV. The calculation puts the HOMO energy at -9.61 eV. Its SMILES is C=N.FPF.


no.,E (eV)
1,-39053.3210
2,-11598.7831
3,-59751.1662
4,-120785.5941
5,-276697.8675
6,-42350.6599
7,-65194.6147
8,-17315.2720